{
  "formula": "C33H78F6N3O9PS2",
  "method": "ωB97M-V/def2-TZVPD",
  "spin_multiplicity": 1,
  "total_charge": 2,
  "homo_energy_ev": -11.9,
  "gap_ev": 7.47,
  "symbols": ["S", "S", "P", "F", "F", "F", "F", "F", "F", "O", "O", "O", "O", "O", "O", "O", "O", "O", "N", "N", "N", "C", "C", "C", "C", "C", "C", "C", "C", "C", "C", "C", "C", "C", "C", "C", "C", "C", "C", "C", "C", "C", "C", "C", "C", "C", "C", "C", "C", "C", "C", "C", "C", "C", "H", "H", "H", "H", "H", "H", "H", "H", "H", "H", "H", "H", "H", "H", "H", "H", "H", "H", "H", "H", "H", "H", "H", "H", "H", "H", "H", "H", "H", "H", "H", "H", "H", "H", "H", "H", "H", "H", "H", "H", "H", "H", "H", "H", "H", "H", "H", "H", "H", "H", "H", "H", "H", "H", "H", "H", "H", "H", "H", "H", "H", "H", "H", "H", "H", "H", "H", "H", "H", "H", "H", "H", "H", "H", "H", "H", "H", "H"],
  "coordinates": [[-5.014065, -0.561441, -6.256086], [-0.218782, -1.308486, -0.684714], [0.407014, -0.950807, 3.857103], [-2.216201, -2.604614, -1.869366], [-0.268588, -3.619882, -1.913007], [-4.739268, -3.190471, -6.785225], [-0.708152, -1.971427, -3.232820], [-3.559949, -2.488377, -5.066312], [-3.004555, -1.968525, -7.103546], [0.136943, -2.091371, 0.491239], [-1.253665, -0.303047, -0.494047], [0.966738, -0.654846, -1.294610], [5.365149, 1.149761, -3.839494], [-2.515574, 1.753101, -4.032887], [-5.202763, 2.797350, -0.996544], [-4.165730, 0.365730, -5.504450], [-6.308702, -0.781939, -5.607439], [-5.037423, -0.309228, -7.683440], [0.437001, 2.585616, -3.392069], [4.523438, -1.305077, -2.264845], [-4.728969, -0.193756, -1.039427], [5.565997, 1.051796, -2.439682], [4.635245, 1.076491, 3.597700], [3.567594, -1.468828, -3.406366], [-0.295320, 2.265405, -2.109824], [1.214323, 1.412064, -3.867694], [-0.281564, 1.927943, 1.748508], [-1.055592, 1.351239, 2.968581], [-4.495126, -1.544396, -0.393415], [0.999309, 0.948883, 5.944163], [-6.142023, 0.177076, -0.733306], [-0.914672, -2.469832, -2.011253], [-3.770866, 0.809159, -0.479497], [0.132006, 1.689399, 6.957782], [4.010438, -2.101716, -1.062922], [-3.920700, 2.238945, -1.007829], [-1.517863, 2.124816, -4.951285], [0.491091, -0.490523, 5.603923], [4.528204, 0.125816, -1.782653], [1.336517, 3.736970, -3.065530], [-1.187828, -4.853506, 4.109038], [0.487229, 3.196601, 2.102916], [-4.560091, -0.422033, -2.526914], [1.879122, -0.465860, 2.886521], [-0.542051, 3.133199, -4.422254], [5.865631, -1.869341, -2.593282], [0.672220, 3.084843, 7.246344], [-1.197175, -5.111729, 2.592118], [4.493094, -0.384651, 3.175469], [0.263651, -2.737420, 3.795987], [-1.071389, -0.199222, 3.078051], [-0.941505, -3.371235, 4.481029], [-4.049113, -2.185201, -6.275827], [3.156549, -1.061848, 3.500680], [2.619705, -0.999049, -3.133300], [0.062124, 3.618652, -5.184229], [-3.540101, -0.789914, -2.645487], [0.028099, 3.579843, 7.979192], [-4.665534, -1.378832, 0.670911], [1.914176, 4.083844, -3.924548], [4.871677, -2.271331, -0.417838], [5.284270, -0.912376, 3.715015], [0.565700, 0.541937, -3.869630], [-1.803399, -5.998549, 2.393649], [-0.299784, -5.394926, 4.442341], [-6.216811, 0.624990, 0.251529], [-1.130129, 3.884418, -3.891413], [6.078053, -1.600645, -3.626676], [1.238557, -3.063049, 4.178837], [3.790944, 1.701973, 3.270839], [4.758885, 0.107232, -0.714139], [3.253335, -2.052287, 3.039493], [-1.940967, -0.443501, 3.698698], [-3.173513, 1.250056, -4.589560], [0.973597, 3.615705, 1.217265], [3.103443, -1.327215, 4.559293], [-0.106774, 4.026175, 2.486247], [-3.193812, 2.762978, -0.374354], [1.260861, -1.100025, 6.084165], [1.738641, -0.694528, 1.829288], [-0.988198, 2.173078, 0.954469], [-0.232327, -5.434342, 2.194488], [-5.167992, 3.587708, -1.546958], [-3.493829, 2.176526, -2.015074], [-2.089248, 1.682279, 2.901131], [0.360634, 1.130346, 1.377022], [4.702684, 1.201226, 4.675153], [-5.199468, -1.257159, -2.796234], [-5.275721, -2.217204, -0.733731], [-0.798210, 1.309549, -2.190296], [-0.557949, 1.753958, 3.850356], [1.894174, 0.630182, 2.893947], [3.735230, -3.065392, -1.482513], [3.289325, -2.502066, -3.591835], [0.576421, 3.716220, 6.359456], [1.257600, 2.917794, 2.827084], [-2.083963, -5.229955, 4.589811], [0.713614, 4.582845, -2.786153], [-0.946082, -3.288841, 5.568459], [-1.550512, -4.283946, 1.975145], [1.019619, 1.627903, 5.091268], [-6.531779, 0.870381, -1.476068], [-4.706381, 0.520677, -3.037356], [1.775085, 1.555140, -4.788573], [4.746559, -0.613759, 2.136246], [-0.965900, 3.085855, -1.870785], [-1.306718, -0.766735, 2.175268], [2.074075, 3.460628, -2.315738], [6.543290, 0.730898, -2.079214], [5.368021, 2.055108, -2.050466], [-2.799483, 0.424649, -0.797923], [-6.770009, -0.696596, -0.903019], [-0.094123, 1.087878, 7.839988], [5.419472, 1.620503, 3.067384], [1.965442, 0.768120, 6.408863], [-3.850222, 0.780838, 0.608418], [0.461272, 2.200180, -1.330151], [-0.436517, -0.902864, 6.010707], [1.979846, 1.260100, -3.106589], [1.670741, 3.200189, 7.669543], [6.171837, 0.835756, -4.267680], [3.504991, 0.497285, -1.785256], [6.674700, -1.458540, -1.990535], [-1.945134, 2.486972, -5.894578], [-1.822580, -2.814465, 4.141139], [0.272084, -2.998315, 2.732212], [-1.045732, 1.182939, -5.273110], [-3.488923, -1.892487, -0.608851], [3.249746, -1.519354, -0.555309], [3.943326, -0.876342, -4.236719], [5.910624, -2.947570, -2.464943], [-0.853845, 1.919022, 6.535277]],
  "atomic_forces_ev_per_a": [[-1.763, -0.221, -1.349], [1.875, 1.630, -0.025], [-0.626, 0.181, -0.801], [-0.156, -0.710, 0.115], [-0.321, -0.337, -0.027], [-0.104, -0.117, 0.530], [0.181, 0.180, 0.133], [0.008, -0.480, 0.309], [0.146, -0.276, 0.483], [-0.659, -0.079, -0.717], [0.135, -1.006, 0.202], [-0.554, -1.083, -0.070], [0.715, -0.688, 0.088], [-0.012, 0.491, 0.042], [0.083, 0.034, 0.238], [0.607, -0.069, 0.451], [1.535, -0.224, -0.212], [-0.065, 0.020, 1.018], [-0.201, 1.148, -0.004], [-0.591, -0.602, 1.410], [-0.800, -0.963, -0.024], [-1.441, 0.141, 0.385], [-0.862, 0.780, -1.092], [-0.785, 0.937, 0.103], [0.631, -0.292, 0.041], [0.470, -0.208, 0.925], [-0.740, 0.044, 0.337], [0.650, -0.354, -0.942], [-0.215, 0.947, 0.629], [-1.338, -0.308, 0.644], [-0.745, 0.043, -1.037], [1.213, 0.809, 0.146], [-0.603, 0.148, -0.449], [-0.454, 0.447, -0.159], [0.807, -0.113, -0.706], [1.182, -1.073, -0.498], [-0.065, -1.396, -1.060], [1.054, 0.066, -0.235], [0.814, 0.591, 0.321], [0.517, 0.311, -0.527], [1.549, 0.597, -0.793], [0.489, -0.311, -0.349], [0.784, 0.002, 0.914], [0.038, 0.758, 0.976], [-0.468, -0.239, 0.408], [0.607, 0.526, -0.795], [-0.403, 0.643, 0.710], [-0.296, -0.707, -0.132], [0.394, 0.087, 0.543], [0.601, -0.271, -0.222], [-0.402, 0.095, 0.626], [-1.048, -0.140, -0.177], [-0.070, 1.531, -0.832], [0.458, -1.191, -0.762], [0.109, -0.034, 0.398], [-0.100, -0.198, -0.222], [-0.012, 0.353, -0.235], [-0.062, -0.128, -0.002], [0.252, -0.215, 0.069], [-0.222, -0.399, -0.279], [-0.075, 0.182, 0.138], [-0.181, -0.264, 0.069], [0.030, -0.012, -0.244], [-0.301, 0.240, -0.075], [-0.337, -0.289, 0.586], [-0.053, -0.252, 0.089], [0.195, 0.159, -0.050], [0.065, -0.217, -0.023], [-0.155, -0.322, 0.172], [-0.331, -0.356, 0.205], [0.306, -0.163, -0.056], [-0.079, -0.095, 0.099], [0.294, -0.144, 0.419], [-0.048, -0.033, 0.293], [0.190, -0.160, 0.039], [-0.284, 0.616, 0.158], [-0.263, -0.318, 0.272], [-0.109, 0.446, -0.025], [-0.167, -0.582, -0.393], [-0.128, -0.498, 0.106], [-0.059, -0.295, -0.114], [0.216, 0.436, 0.195], [-0.197, -0.016, 0.060], [-0.193, 0.487, -0.093], [0.003, 0.164, 0.409], [0.216, 0.277, -0.293], [0.262, -0.069, 0.009], [-0.442, 0.447, -0.368], [0.192, -0.119, -0.259], [-0.190, 0.129, -0.103], [-0.512, 0.084, 0.245], [0.061, 0.003, 0.335], [-0.578, -0.002, 0.389], [0.734, -0.151, -0.226], [0.289, -0.125, -0.116], [0.093, 0.418, 0.082], [0.008, 0.050, 0.128], [0.047, -0.117, 0.420], [0.324, 0.150, 0.023], [-0.167, 0.028, 0.091], [0.638, -0.322, -0.201], [0.455, 0.307, 0.163], [-0.321, -0.252, -0.344], [-0.580, 0.402, -0.285], [-0.175, 0.605, -0.217], [-0.127, -0.068, -0.195], [0.464, 0.360, -0.413], [-0.337, -0.058, 0.295], [0.253, 0.183, -0.602], [0.206, -0.128, 0.351], [-0.413, 0.580, 0.401], [0.116, -0.178, 0.575], [0.409, 0.074, 0.151], [0.572, -0.455, 0.434], [0.325, 0.583, -0.407], [-0.138, -0.201, -0.008], [-0.020, -0.180, 0.043], [-0.257, 0.745, 0.183], [-0.144, -0.185, 0.117], [0.159, -0.465, -0.265], [-0.173, 0.246, -0.252], [-0.058, -0.151, -0.557], [-0.377, 0.176, 0.315], [-0.062, 0.405, 0.232], [-0.083, 0.018, 0.059], [-0.072, 0.087, -0.008], [0.499, 0.297, -0.056], [-0.416, 0.171, 0.244], [-0.442, -0.401, -0.203], [0.204, -0.526, -0.242], [-0.466, -0.015, -0.138], [-0.039, -0.484, -0.227]],
  "mulliken_charge": [0.99, 0.54, 0.63, -0.26, -0.20, -0.22, -0.22, -0.22, -0.24, -0.42, -1.15, -0.69, -0.50, -0.33, -0.52, -0.78, -0.65, -0.64, 0.36, 0.50, 0.64, -0.93, -0.99, -0.81, -0.93, -0.68, 2.02, -0.99, -0.73, -0.11, -0.90, 0.33, 0.74, -0.65, -1.16, -0.63, -0.85, -1.12, 0.44, -0.91, -0.73, -1.61, -0.97, 1.17, -0.58, -0.88, -1.34, -0.93, -0.39, -0.73, -0.63, -0.73, 0.62, -1.04, 0.18, 0.48, 0.28, 0.40, 0.44, 0.37, 0.41, 0.43, 0.24, 0.42, 0.30, 0.35, 0.36, 0.36, 0.71, 0.08, 0.20, 0.44, 0.80, 0.46, 0.33, 0.57, 0.40, 0.30, 0.51, -0.30, -0.43, 0.31, 0.41, 0.22, 0.57, -0.78, 0.31, 0.32, 0.42, 0.01, 0.07, -0.32, 0.46, 0.49, 0.30, 0.27, 0.47, 0.43, 0.31, 0.04, -0.28, 0.37, 0.43, 0.45, -0.10, 0.38, 0.21, 0.29, 0.39, 0.42, -0.34, 0.38, 0.46, 0.41, 0.68, 0.41, 0.47, 0.74, 0.09, 0.35, 0.35, -0.23, 0.38, 0.64, 0.33, 0.21, 0.34, 0.05, 0.32, 0.36, 0.38, 0.25]
}